Entry 1:
{
  "formula": "C5H8N2O",
  "method": "ωB97M-V/def2-TZVPD",
  "symbols": ["C", "N", "N", "O", "H", "H", "H", "H", "C", "C", "C", "C", "H", "H", "H", "H"],
  "xyz": [[-1.278, 0.108, 0.007], [-2.587, 0.139, 0.416], [-0.834, 0.440, -1.144], [-0.507, -0.511, 0.902], [0.671, -0.564, -1.430], [-2.822, -0.414, 1.224], [-3.305, 0.247, -0.281], [-1.488, 0.943, -1.728], [0.963, -0.505, 0.663], [1.319, -1.204, -0.641], [1.422, 0.878, 0.663], [1.802, 2.014, 0.646], [1.360, -1.024, 1.545], [2.386, -1.410, -0.658], [0.785, -2.150, -0.708], [2.114, 3.012, 0.523]],
  "lowdin_charge": [-0.57, 0.15, 0.11, 0.00, 0.10, 0.10, 0.10, 0.06, -0.34, -0.07, -0.10, 0.14, 0.15, 0.08, 0.07, 0.02],
  "e_tot_ev": -10339.81221,
  "lumo_ev": 0.887,
  "e_homo_ev": -9.3,
  "orbital_gap_ev": 10.15
}

***

Entry 2:
{
  "formula": "C7H10O2",
  "method": "ωB97M-V/def2-TZVPD",
  "symbols": ["C", "C", "C", "C", "C", "C", "C", "H", "H", "H", "H", "H", "H", "H", "H", "H", "H", "O", "O"],
  "xyz": [[-0.246, 0.796, 1.033], [0.489, 1.342, -0.478], [-0.164, 0.231, -1.350], [0.418, -1.164, -1.738], [-0.445, -0.961, -0.467], [0.117, -0.622, 0.899], [-0.150, -0.186, 2.321], [-2.089, 1.216, 0.096], [0.192, 2.345, -0.797], [1.620, 1.084, -0.301], [-1.039, 0.596, -2.024], [0.098, -1.543, -2.648], [1.389, -1.740, -1.291], [-1.448, -1.033, -1.000], [1.909, -0.251, 0.214], [-1.227, -0.284, 2.512], [0.578, -0.034, 3.096], [-1.588, 1.180, 1.029], [1.586, -0.973, 0.893]],
  "lowdin_charge": [-0.33, 0.01, -0.28, -0.05, -0.18, -0.38, 0.11, 0.17, 0.10, 0.12, 0.16, 0.06, 0.16, 0.15, 0.09, 0.11, 0.10, -0.05, -0.06],
  "e_tot_ev": -11507.76964,
  "lumo_ev": 0.640,
  "e_homo_ev": -8.6,
  "orbital_gap_ev": 9.23
}

***

Entry 3:
{
  "formula": "C43H51F3FeN2OPS2",
  "method": "ωB97M-V/def2-TZVPD",
  "symbols": ["Fe", "C", "C", "N", "N", "C", "S", "S", "C", "C", "C", "C", "C", "C", "C", "C", "C", "C", "C", "C", "C", "O", "H", "H", "H", "H", "H", "H", "H", "H", "H", "H", "H", "H", "H", "H", "F", "C", "F", "F", "C", "C", "C", "C", "C", "C", "C", "C", "H", "H", "H", "H", "C", "C", "C", "C", "C", "C", "P", "C", "C", "C", "C", "C", "C", "C", "C", "C", "C", "C", "C", "H", "H", "H", "H", "H", "H", "H", "H", "H", "H", "H", "H", "H", "H", "H", "H", "H", "H", "H", "H", "H", "H", "H", "H", "H", "H", "H", "H", "H", "H", "H", "H", "H"],
  "xyz": [[-0.843, 0.215, -0.186], [-4.018, 2.639, 2.361], [-3.090, 1.518, 1.965], [-2.274, 1.702, 0.978], [-2.260, 2.939, 0.444], [-1.885, 3.033, -0.766], [-1.667, 1.677, -1.841], [-1.513, 4.632, -1.412], [-0.617, 5.342, 0.013], [-1.404, 6.239, 0.937], [-0.706, 7.186, 1.684], [-1.369, 8.012, 2.578], [-2.743, 7.905, 2.734], [-3.445, 6.969, 1.990], [-2.780, 6.141, 1.096], [-3.134, 0.251, 2.683], [-3.775, 0.142, 3.924], [-3.848, -1.051, 4.608], [-3.288, -2.202, 4.050], [-2.637, -2.133, 2.843], [-2.524, -0.913, 2.141], [-1.882, -0.868, 1.021], [-4.343, 3.171, 1.471], [-3.479, 3.356, 2.985], [-4.890, 2.276, 2.898], [0.211, 5.894, -0.433], [-0.207, 4.488, 0.555], [0.368, 7.272, 1.564], [-0.811, 8.742, 3.150], [-3.262, 8.552, 3.429], [-4.519, 6.882, 2.104], [-3.330, 5.413, 0.516], [-4.204, 1.026, 4.378], [-4.327, -1.096, 5.577], [-3.357, -3.149, 4.571], [-2.171, -3.003, 2.396], [6.897, 1.569, 5.075], [6.858, 1.720, 3.739], [7.557, 0.690, 3.205], [7.551, 2.839, 3.446], [5.462, 1.756, 3.200], [5.285, 1.920, 1.830], [4.014, 1.859, 1.295], [2.904, 1.624, 2.116], [3.094, 1.516, 3.496], [4.368, 1.578, 4.033], [1.630, 1.407, 1.513], [0.633, 1.090, 0.891], [6.145, 2.084, 1.193], [3.863, 1.977, 0.230], [2.238, 1.370, 4.141], [4.520, 1.477, 5.099], [1.593, -1.056, -5.677], [2.173, -0.234, -4.530], [1.931, -0.943, -3.189], [0.590, -1.715, -3.175], [-0.409, -1.011, -4.102], [0.060, -1.092, -5.563], [-0.053, -1.783, -1.440], [-1.419, -3.053, -1.402], [-2.785, -2.395, -1.673], [-3.863, -3.465, -1.809], [-3.625, -4.348, -3.049], [-2.149, -4.361, -3.470], [-1.220, -4.324, -2.258], [1.256, -2.625, -0.410], [1.808, -3.963, -0.926], [3.133, -4.318, -0.224], [3.156, -3.801, 1.215], [3.088, -2.260, 1.240], [2.435, -1.715, -0.034], [2.004, -2.069, -5.638], [1.886, -0.629, -6.637], [1.695, 0.749, -4.526], [3.243, -0.072, -4.669], [1.934, -0.197, -2.389], [2.748, -1.641, -2.997], [0.739, -2.736, -3.535], [-0.506, 0.031, -3.786], [-1.399, -1.459, -4.025], [-0.369, -0.254, -6.115], [-0.320, -2.007, -6.025], [-1.420, -3.341, -0.345], [-2.762, -1.789, -2.581], [-3.025, -1.723, -0.847], [-4.843, -2.990, -1.870], [-3.860, -4.080, -0.904], [-4.227, -3.988, -3.886], [-3.954, -5.367, -2.835], [-1.937, -3.508, -4.119], [-1.940, -5.261, -4.052], [-0.189, -4.416, -2.597], [-1.427, -5.201, -1.638], [0.696, -2.804, 0.519], [1.985, -3.913, -2.004], [1.079, -4.755, -0.742], [3.974, -3.877, -0.765], [3.272, -5.400, -0.242], [4.060, -4.146, 1.718], [2.307, -4.224, 1.759], [4.089, -1.834, 1.347], [2.509, -1.926, 2.105], [3.160, -1.690, -0.849], [2.099, -0.696, 0.137]],
  "lowdin_charge": [0.60, -0.02, -0.22, -0.03, -0.07, -1.08, 0.58, 0.90, -0.41, -0.28, -0.05, -0.09, -0.10, -0.08, -0.07, -0.09, -0.04, -0.10, -0.09, -0.01, -0.33, -0.22, 0.07, 0.10, 0.07, 0.07, 0.08, 0.11, 0.10, 0.10, 0.10, 0.08, 0.10, 0.10, 0.10, 0.11, 0.13, -0.58, 0.13, 0.14, -0.13, -0.01, -0.01, -0.25, -0.01, 0.00, -0.13, -0.07, 0.13, 0.12, 0.12, 0.12, -0.20, -0.19, -0.20, -0.41, -0.22, -0.18, 1.09, -0.40, -0.22, -0.18, -0.19, -0.19, -0.19, -0.41, -0.19, -0.19, -0.19, -0.18, -0.22, 0.11, 0.11, 0.12, 0.11, 0.10, 0.11, 0.11, 0.07, 0.08, 0.11, 0.11, 0.10, 0.10, 0.09, 0.11, 0.11, 0.11, 0.11, 0.09, 0.11, 0.08, 0.12, 0.11, 0.10, 0.11, 0.11, 0.11, 0.11, 0.11, 0.11, 0.11, 0.10, 0.05],
  "e_tot_ev": -123945.35119,
  "s_squared": 8.77,
  "lumo_ev": [0.250, -1.091],
  "e_homo_ev": [-7.7, -8.0],
  "orbital_gap_ev": [7.98, 6.87],
  "spin_multiplicity": 6
}

***

Entry 4:
{
  "formula": "Cl3H3Si2",
  "method": "ωB97M-V/def2-TZVPD",
  "symbols": ["Si", "Si", "Cl", "Cl", "Cl", "H", "H", "H"],
  "xyz": [[0.070, 0.286, -0.671], [-4.545, 2.383, 1.520], [-5.943, 2.586, 3.041], [-3.865, 4.322, 1.016], [-5.497, 1.845, -0.246], [0.857, -0.862, -1.092], [-0.426, 1.316, -1.702], [-0.797, 0.401, 0.550]],
  "lowdin_charge": [0.55, -0.47, 0.17, 0.13, 0.16, -0.20, -0.16, -0.19],
  "e_tot_ev": -53371.24133,
  "lumo_ev": [-0.615, -2.548],
  "e_homo_ev": [-9.4, -7.5],
  "orbital_gap_ev": [8.80, 4.98]
}

***

These records have ΔE to the lowest compared entry with this formula, charge and spin values of 2.914, 8.087, 0.000, 3.397 eV, in the order they appear.